{"formula": "C32H87CrF12N9O20S4", "method": "ωB97M-V/def2-TZVPD", "elements": ["Cr", "S", "S", "S", "S", "F", "F", "F", "F", "F", "F", "F", "F", "F", "F", "F", "F", "O", "O", "O", "O", "O", "O", "O", "O", "O", "O", "O", "O", "O", "O", "O", "O", "O", "O", "O", "O", "N", "N", "N", "N", "N", "N", "N", "N", "N", "C", "C", "C", "C", "C", "C", "C", "C", "C", "C", "C", "C", "C", "C", "C", "C", "C", "C", "C", "C", "C", "C", "C", "C", "C", "C", "C", "C", "C", "C", "C", "C", "H", "H", "H", "H", "H", "H", "H", "H", "H", "H", "H", "H", "H", "H", "H", "H", "H", "H", "H", "H", "H", "H", "H", "H", "H", "H", "H", "H", "H", "H", "H", "H", "H", "H", "H", "H", "H", "H", "H", "H", "H", "H", "H", "H", "H", "H", "H", "H", "H", "H", "H", "H", "H", "H", "H", "H", "H", "H", "H", "H", "H", "H", "H", "H", "H", "H", "H", "H", "H", "H", "H", "H", "H", "H", "H", "H", "H", "H", "H", "H", "H", "H", "H", "H", "H", "H", "H"], "positions_angstrom": [[1.834, 0.960, 3.443], [2.137, 4.154, 3.146], [0.095, 2.147, 1.049], [1.855, 0.476, 0.091], [0.747, 3.439, 5.407], [1.604, 1.918, 7.461], [1.474, 4.129, 7.918], [4.431, 4.174, 4.444], [-1.781, 0.944, -0.559], [-2.399, 0.973, 1.542], [4.240, 1.491, 0.832], [4.121, 5.957, 3.240], [-0.911, -0.439, 0.847], [3.125, 5.713, 5.210], [3.062, 3.354, 6.573], [3.303, 2.708, -0.766], [4.096, 0.779, -1.231], [-0.068, 0.370, 4.038], [3.859, 1.102, 3.449], [0.590, 4.878, 5.458], [6.610, 1.009, 2.640], [-1.055, 3.774, -3.609], [-7.653, 2.399, 0.996], [2.299, -0.910, 0.377], [-0.476, 2.685, 5.494], [0.998, 0.635, -1.065], [2.855, 3.597, 2.025], [-0.462, 2.876, 2.195], [-4.591, 2.193, 4.283], [6.363, -0.821, 0.100], [-3.127, -4.905, -3.119], [3.119, -3.082, -1.881], [3.900, -5.923, 1.142], [1.786, -0.181, -5.612], [2.230, -1.032, 3.055], [1.100, 5.169, 2.823], [0.363, 2.897, -0.138], [1.297, -3.223, 1.592], [1.365, 1.071, 1.519], [-2.019, 0.319, 6.160], [-1.913, 6.423, -1.980], [6.080, -3.364, -1.700], [1.599, 2.762, 4.182], [-3.063, -1.518, -4.567], [-6.033, 0.393, 2.701], [4.829, 0.974, -7.317], [3.538, -6.990, 2.090], [4.003, -2.556, -2.885], [-1.960, 3.866, -2.490], [-1.380, 0.831, 0.690], [-1.717, 3.025, -4.665], [-3.590, -6.136, -3.638], [-3.011, -2.061, -2.149], [3.599, 0.200, -7.190], [1.819, -3.321, -2.328], [-2.104, 4.875, -0.208], [-4.774, 3.627, 3.974], [-4.358, 0.569, 6.732], [-6.097, 0.533, 1.243], [3.153, 0.300, -5.723], [0.954, -5.461, 0.541], [5.386, -3.295, -3.024], [-3.294, 1.962, 4.869], [-8.017, 3.720, 0.480], [3.552, 5.092, 4.118], [-2.712, -2.563, -3.641], [1.009, 0.456, -4.614], [1.720, -4.622, 1.578], [5.085, -4.762, -3.542], [-6.962, -0.602, 0.685], [1.810, 3.193, 6.968], [3.213, -4.636, 1.172], [-6.420, 1.884, 0.560], [-1.515, 5.074, -1.545], [3.462, 1.443, -0.271], [-3.352, 0.641, 5.562], [-3.589, -3.855, -3.946], [3.828, -1.285, -7.728], [-0.440, -0.492, 3.850], [1.428, -2.935, 0.632], [-1.664, -2.806, -3.818], [-3.214, 2.793, 5.571], [4.922, 0.869, -8.317], [1.198, 1.530, -4.590], [-0.649, 0.744, 4.700], [-0.986, 3.082, -5.472], [6.027, -2.745, -3.712], [-5.599, 2.601, 0.566], [-4.825, 4.199, 4.901], [-2.766, -6.623, -4.160], [-6.676, -1.083, -0.250], [-6.411, 1.677, -0.510], [3.878, -0.167, -5.057], [-5.424, 1.104, 3.079], [-0.119, -5.520, 0.719], [4.322, 1.293, 2.633], [2.953, 0.818, -7.813], [5.967, -5.392, -3.427], [-4.662, -0.431, 7.042], [-3.994, 4.160, 3.431], [-2.852, -1.895, -5.480], [-3.759, -1.269, -2.107], [-3.782, -6.749, -2.758], [0.316, -3.365, 1.782], [3.004, -1.952, -7.472], [-3.608, -4.138, -4.999], [3.639, -2.472, -3.909], [-1.338, 4.504, 0.474], [5.404, -3.116, -0.991], [-5.611, 3.894, 3.330], [1.145, -5.223, -0.505], [3.618, -4.109, 2.036], [4.277, -5.091, -2.889], [4.734, -4.700, -4.572], [-7.999, -0.266, 0.666], [-6.928, 0.534, 3.147], [3.105, 1.337, -5.389], [-2.183, -0.607, 6.530], [4.168, -1.519, -2.593], [-6.828, -1.397, 1.418], [-1.830, 1.946, -4.561], [1.290, 0.098, -3.623], [6.164, -1.613, 0.600], [-2.859, 4.093, -0.123], [7.351, 1.535, 2.942], [-5.315, 1.051, 6.532], [6.463, -4.281, -1.518], [6.237, -1.076, -0.814], [6.637, 1.082, 1.686], [-8.102, 3.492, -0.582], [-3.461, -2.814, -1.501], [3.047, -6.459, 2.905], [-2.473, 5.827, 0.173], [1.600, -2.475, -2.979], [2.758, -7.655, 1.716], [4.705, -1.751, -7.279], [-2.701, 3.385, -4.968], [-2.558, -0.646, -4.500], [-1.988, 2.957, -1.890], [-0.065, 0.279, -4.666], [-0.440, 5.148, -1.384], [1.581, -5.046, 2.573], [1.209, -6.502, 0.740], [3.424, -4.013, 0.302], [-7.217, 4.457, 0.559], [2.779, -1.558, 3.636], [4.469, -7.454, 2.415], [-3.583, -0.114, 4.809], [-5.088, 0.211, 0.987], [-4.481, -6.219, -4.261], [3.977, -1.452, -8.794], [-1.234, 7.126, -1.727], [4.552, 1.008, 4.102], [1.120, -3.419, -1.497], [-2.150, -1.589, -1.677], [4.342, 1.858, -7.280], [1.920, -1.650, 2.393], [-3.959, 1.028, 7.637], [-2.018, 6.314, -2.979], [-2.530, 2.015, 4.094], [-1.682, 0.843, 6.955], [-4.631, -3.633, -3.717], [1.764, -4.212, -2.954], [-3.013, 4.028, -2.718], [-8.884, 4.185, 0.949]], "mulliken_charge": [0.448, 0.159, 0.243, -0.646, 0.074, -0.225, -0.207, -0.177, -0.087, 0.065, -0.233, -0.183, -0.210, -0.151, -0.187, -0.184, -0.112, 0.299, -0.165, -0.562, -0.569, -0.300, -0.389, -0.136, -0.400, -0.214, -0.421, -0.014, -0.601, -0.541, -0.264, 0.487, -0.414, -0.446, 0.042, -0.480, -0.290, -0.222, 1.015, -0.376, -0.773, -0.525, 0.218, -0.833, -0.528, -0.778, -0.752, -1.091, -0.439, 0.241, -0.562, -0.895, -1.407, 0.166, -0.565, -0.552, -1.005, -1.540, 1.019, -0.522, -1.100, 0.285, -0.043, -0.788, 0.540, 1.068, -0.023, -0.166, -1.329, -1.576, 0.540, 0.114, -0.494, 0.727, 0.337, 0.280, -0.959, -1.408, 0.132, -0.117, 0.171, 0.469, 0.309, 0.355, -0.098, 0.315, 0.418, 0.215, 0.427, 0.304, 0.294, 0.560, 0.127, 0.169, 0.464, 0.345, 0.408, 0.427, 0.433, 0.338, 0.289, 0.482, 0.256, 0.138, 0.286, 0.473, 0.570, -0.196, -0.079, 0.328, 0.107, 0.319, 0.247, 0.330, 0.346, 0.294, 0.425, 0.308, 0.128, 0.452, 0.006, 0.119, 0.278, -0.157, 0.270, 0.285, 0.256, 0.275, 0.271, 0.342, 0.431, 0.311, 0.512, 0.075, 0.230, 0.357, 0.387, 0.114, -0.216, -0.145, 0.274, 0.600, 0.287, -0.220, 0.288, 0.153, 0.328, 0.275, -0.196, 0.384, 0.424, 0.272, 0.137, 0.012, 0.020, 0.331, 0.325, 0.382, 0.278, -0.258, 0.195, 0.321, 0.241, 0.614, 0.259], "total_energy_ev": -193318.6106, "homo_ev": [-8.39, -8.55], "spin_multiplicity": 5, "gap_ev": [8.04, 8.12], "charge": 0}